Entry 1:
{
  "formula": "CH3NS2",
  "method": "the ωB97M-V functional and the def2-TZVPD basis",
  "homo_energy_ev": [-9.84, -8.58],
  "lumo_energy_ev": [-0.58, -2.38],
  "elements": ["S", "S", "N", "C", "H", "H", "H"],
  "positions_angstrom": [[-0.79643, 1.07658, -0.76622], [2.06172, -0.82061, -0.74679], [-0.24382, 0.98671, 0.74379], [-1.01253, -0.18949, 0.52099], [-0.39478, -1.06934, 0.43833], [2.39341, 0.32680, -1.17393], [-2.00758, -0.31065, 0.98383]],
  "forces_ev_per_a": [[-0.536, -0.812, -1.066], [-0.562, -2.167, 0.567], [0.226, 0.526, 1.936], [-0.203, 0.405, -0.150], [-0.107, -0.373, -0.271], [0.608, 2.125, -0.715], [0.575, 0.297, -0.300]]
}

Entry 2:
{
  "formula": "C2H8N3",
  "method": "the ωB97M-V functional and the def2-TZVPD basis",
  "homo_energy_ev": -14.67,
  "total_charge": 1,
  "lumo_energy_ev": -3.75,
  "elements": ["N", "N", "N", "C", "C", "H", "H", "H", "H", "H", "H", "H", "H"],
  "positions_angstrom": [[1.04540, -0.22539, -0.10742], [1.03881, 2.02839, -0.50525], [-1.36443, -0.84315, 0.27323], [1.59195, 0.79761, -0.60067], [-1.98147, -1.78203, 0.89014], [1.69978, -0.90356, -0.18482], [-1.72537, -0.05475, -0.19780], [-3.11306, -1.75267, 1.07350], [2.62359, 0.85784, -0.91080], [0.09105, 2.22770, -0.16260], [-1.36784, -2.62831, 1.17062], [-0.13609, -0.57262, 0.01268], [1.59770, 2.85094, -0.75082]],
  "forces_ev_per_a": [[-1.781, 0.405, -0.392], [0.040, 0.443, -0.616], [0.599, -1.848, 0.431], [-0.275, 4.277, 1.071], [-1.098, 1.641, -1.015], [1.927, -3.504, -0.012], [-2.103, 0.856, 0.048], [1.771, -0.176, -0.275], [0.210, -0.465, -0.310], [0.853, -0.424, -0.193], [-0.202, -0.088, 0.442], [0.545, -0.427, 0.817], [-0.487, -0.690, 0.002]]
}

Entry 3:
{
  "formula": "CH4NO2",
  "method": "the ωB97M-V functional and the def2-TZVPD basis",
  "homo_energy_ev": -1.71,
  "total_charge": -1,
  "lumo_energy_ev": 5.01,
  "elements": ["O", "O", "N", "C", "H", "H", "H", "H"],
  "positions_angstrom": [[-1.61306, -0.81795, -0.56884], [-0.07832, 2.33795, 0.70714], [0.53513, -1.36241, -0.24804], [-0.63018, -0.61215, 0.15322], [1.42597, -1.09722, 0.14469], [0.61386, 1.67801, 0.57231], [-0.81565, 1.91297, 0.25217], [0.56225, -2.03919, -1.01263]],
  "forces_ev_per_a": [[-0.174, -0.121, 0.155], [0.261, 0.673, -0.259], [0.165, 0.134, 0.407], [0.543, -0.248, -0.708], [-0.187, -0.124, 0.079], [-0.301, -0.192, 0.197], [-0.015, -0.331, 0.233], [-0.292, 0.209, -0.105]]
}

Calculated energy relative to the best compared isomer or geometry (same formula, charge and spin) in order - 392.2, 201.8, 188.0 kJ/mol
Calculated strongest force on any atom in order - 2.32, 4.42, 0.93 eV/A